(1)
{"formula": "C24H30N2O2", "method": "wB97M-V/def2-TZVPD", "elements": ["C", "H", "H", "H", "C", "C", "H", "H", "H", "C", "H", "H", "H", "C", "C", "C", "C", "C", "C", "C", "C", "C", "N", "H", "H", "H", "H", "H", "C", "H", "H", "C", "N", "C", "C", "C", "C", "C", "C", "C", "H", "O", "C", "C", "O", "H", "H", "H", "H", "H", "H", "H", "H", "H", "H", "H", "H", "H"], "xyz": [[2.541, 2.562, 0.451], [3.286, 3.260, 0.701], [1.619, 3.211, 0.138], [2.848, 2.225, -0.566], [2.314, 1.764, 1.446], [1.713, 2.230, 2.781], [0.665, 2.433, 2.705], [1.802, 1.618, 3.452], [2.306, 3.159, 2.840], [3.614, 0.927, 1.867], [4.264, 0.336, 0.891], [4.441, 1.604, 2.250], [3.453, 0.271, 2.566], [1.418, 0.324, 0.782], [0.072, 0.941, 0.439], [-1.073, 0.267, 1.217], [-2.293, 1.089, 0.631], [-3.593, 0.910, 0.787], [-4.466, 1.704, -0.225], [-3.861, 2.516, -0.949], [-2.436, 2.791, -1.250], [-1.595, 1.737, -0.349], [-0.310, 1.675, -0.440], [0.339, 2.134, -0.900], [-1.988, 3.450, -2.199], [-4.604, 3.243, -1.640], [-5.521, 1.842, 0.156], [-4.013, 0.147, 1.280], [-1.027, -0.839, 2.196], [-1.827, -0.637, 2.950], [-1.331, -1.779, 1.471], [0.426, -0.783, 2.553], [1.387, -0.844, 1.600], [1.753, -1.941, 1.010], [1.620, -2.009, -0.508], [2.713, -2.069, -1.478], [2.621, -1.773, -2.879], [1.295, -2.224, -3.153], [0.245, -2.255, -2.548], [0.462, -2.374, -1.128], [-0.640, -2.385, -0.383], [-0.854, -2.610, -3.062], [-2.074, -2.546, -2.462], [-2.696, -1.136, -1.906], [-3.709, -1.507, -1.297], [-4.258, -0.628, -0.807], [-3.080, -0.524, -2.811], [-2.101, -0.617, -1.366], [-2.824, -2.988, -3.409], [-1.932, -3.343, -1.667], [1.241, -2.044, -4.475], [3.473, -1.752, -3.436], [3.558, -1.754, -1.078], [2.693, -2.285, 1.277], [0.976, -2.869, 1.442], [0.432, -0.262, 3.388], [0.534, -1.720, 3.174], [1.984, 0.122, -0.071]], "total_charge": 0, "orbital_gap_ev": 7.215, "relative_energy_ev": 21.455, "spin_multiplicity": 1, "lumo_energy_ev": 0.099, "molar_mass_g_mol": 378.5}

***

(2)
{"formula": "C24H30N2O4S", "method": "wB97M-V/def2-TZVPD", "elements": ["C", "O", "C", "C", "C", "C", "C", "C", "O", "N", "C", "C", "C", "C", "C", "N", "C", "O", "C", "C", "C", "C", "C", "S", "C", "C", "C", "C", "C", "O", "C", "H", "H", "H", "H", "H", "H", "H", "H", "H", "H", "H", "H", "H", "H", "H", "H", "H", "H", "H", "H", "H", "H", "H", "H", "H", "H", "H", "H", "H", "H"], "xyz": [[5.453, 3.934, -0.151], [5.135, 2.584, -0.379], [3.824, 2.216, -0.339], [2.760, 3.062, -0.087], [1.455, 2.586, -0.060], [1.198, 1.251, -0.287], [-0.186, 0.647, -0.306], [-1.378, 1.549, 0.082], [-1.315, 2.503, 0.834], [-2.513, 1.124, -0.490], [-3.817, 1.666, -0.173], [-4.638, 1.868, -1.462], [-5.744, 0.802, -1.444], [-5.295, -0.215, -0.396], [-4.627, 0.661, 0.659], [-0.232, -0.551, 0.548], [-0.957, -1.601, 0.115], [-1.663, -1.538, -0.883], [-0.803, -2.919, 0.866], [0.292, -3.672, 0.186], [0.200, -4.433, -0.938], [1.443, -4.960, -1.357], [2.468, -4.590, -0.552], [1.935, -3.586, 0.741], [0.505, -0.556, 1.777], [0.556, 0.673, 2.630], [-0.238, -0.511, 3.086], [2.265, 0.391, -0.563], [3.567, 0.848, -0.584], [4.663, 0.078, -0.832], [4.477, -1.297, -1.049], [4.999, 4.588, -0.902], [6.537, 3.997, -0.228], [5.142, 4.259, 0.848], [2.929, 4.111, 0.096], [0.651, 3.269, 0.152], [-0.381, 0.286, -1.327], [-2.499, 0.238, -0.986], [-3.637, 2.599, 0.366], [-3.986, 1.743, -2.327], [-5.057, 2.872, -1.506], [-5.891, 0.348, -2.423], [-6.690, 1.250, -1.134], [-6.125, -0.795, 0.004], [-4.566, -0.905, -0.822], [-3.991, 0.100, 1.342], [-5.382, 1.191, 1.241], [-1.739, -3.470, 0.755], [-0.584, -2.766, 1.920], [-0.728, -4.607, -1.451], [1.562, -5.589, -2.221], [3.508, -4.838, -0.627], [1.405, -1.163, 1.743], [0.018, 1.549, 2.308], [1.492, 0.891, 3.121], [0.130, -1.111, 3.905], [-1.314, -0.431, 3.048], [2.052, -0.648, -0.765], [5.473, -1.706, -1.213], [3.859, -1.490, -1.932], [4.025, -1.785, -0.178]], "total_charge": 0, "orbital_gap_ev": 8.507, "relative_energy_ev": 1.964, "spin_multiplicity": 1, "smiles": "COc1ccc([C@H](C(=O)NC2CCCC2)N(C(=O)Cc2cccs2)C2CC2)cc1OC", "lumo_energy_ev": 0.575, "molar_mass_g_mol": 442.6}

***

(3)
{"formula": "C24H30N3O8P2Tl", "method": "wB97M-V/def2-TZVPD", "elements": ["Tl", "C", "C", "C", "C", "C", "C", "C", "C", "C", "C", "C", "C", "H", "H", "H", "H", "H", "H", "H", "H", "H", "H", "H", "H", "H", "H", "H", "H", "H", "H", "O", "C", "N", "C", "C", "C", "C", "C", "C", "N", "C", "C", "C", "C", "C", "N", "H", "H", "H", "H", "H", "H", "H", "H", "H", "H", "O", "P", "O", "O", "O", "P", "O", "O", "O", "H", "H"], "xyz": [[0.029, 0.289, 0.499], [-1.486, -4.038, 1.687], [-2.009, -2.879, 0.875], [-2.686, -1.819, 1.478], [-2.735, -1.668, 2.973], [-3.286, -0.824, 0.690], [-3.907, 0.346, 1.399], [-3.222, -0.910, -0.703], [-3.916, 0.070, -1.610], [-2.426, -1.898, -1.294], [-2.194, -1.904, -2.780], [-1.789, -2.853, -0.504], [-0.814, -3.800, -1.155], [-0.446, -3.879, 1.971], [-1.551, -4.962, 1.112], [-2.069, -4.174, 2.594], [-3.744, -1.828, 3.359], [-2.424, -0.659, 3.227], [-2.062, -2.350, 3.478], [-3.106, 0.965, 1.810], [-4.546, 0.021, 2.219], [-4.499, 0.974, 0.743], [-4.516, -0.455, -2.357], [-3.172, 0.677, -2.123], [-4.581, 0.737, -1.073], [-1.291, -1.334, -2.998], [-3.012, -1.446, -3.326], [-2.064, -2.916, -3.159], [-1.325, -4.592, -1.709], [-0.155, -4.256, -0.424], [-0.187, -3.241, -1.846], [1.453, 0.355, -4.052], [1.034, 0.637, -2.905], [1.436, 0.148, -1.756], [2.560, -0.741, -1.848], [2.659, -1.798, -0.792], [3.582, -2.839, -0.960], [3.696, -3.808, 0.014], [2.917, -3.699, 1.158], [2.049, -2.625, 1.248], [1.906, -1.727, 0.292], [-0.026, 1.704, -2.784], [-0.156, 2.616, -3.835], [-1.052, 3.658, -3.721], [-1.814, 3.752, -2.566], [-1.649, 2.779, -1.590], [-0.787, 1.785, -1.698], [2.585, -1.221, -2.844], [3.493, -0.155, -1.763], [4.183, -2.883, -1.857], [4.380, -4.641, -0.108], [2.987, -4.426, 1.953], [1.437, -2.472, 2.126], [0.472, 2.490, -4.704], [-1.148, 4.393, -4.514], [-2.506, 4.568, -2.419], [-2.228, 2.802, -0.674], [0.615, 0.549, 3.612], [1.855, 1.515, 3.190], [2.924, 1.480, 4.206], [2.204, 1.239, 1.739], [1.111, 2.988, 3.230], [-0.134, 3.262, 2.188], [0.613, 3.092, 0.752], [-0.627, 4.642, 2.362], [-1.115, 2.115, 2.364], [-0.154, 1.041, 3.240], [1.346, 2.467, 0.956]], "total_charge": -2, "orbital_gap_ev": 6.647, "spin_multiplicity": 1, "lumo_energy_ev": 4.395, "molar_mass_g_mol": 754.8}

***

no.,E (eV)
1,-32429.2533
2,-47379.8753
3,-69507.7837